[1]
C42H40Br6N6O15 | wB97M-V/def2-TZVPD

Geometry as XYZ:
```
109
Properties=species:S:1:pos:R:3:forces:R:3:lowdin_charge:R:1
O -0.778 -0.303 6.645 0.1399 -2.7553 0.2242 0.094
C -2.492 0.986 5.835 -0.5975 0.9887 -1.7570 -0.122
H 0.734 -1.760 4.048 0.4303 0.3025 0.4006 0.100
H -2.762 -2.247 -1.213 0.0154 -0.1170 -0.6141 0.083
H 2.133 -5.096 -8.351 0.4497 0.8346 0.8355 0.080
H -0.057 -5.804 6.787 0.0633 0.1131 0.4478 0.114
H 8.622 -3.541 -1.406 0.1369 -0.0558 0.1114 0.100
H -0.512 1.191 -5.606 -0.1801 -0.0192 0.1072 0.103
C -0.646 2.224 -5.891 0.5279 1.1697 1.4010 -0.039
C -0.849 -1.327 -3.618 0.2610 0.2137 0.4713 -0.059
C -0.571 3.851 -7.708 0.1994 1.0864 0.4624 -0.150
C -0.618 3.270 -4.934 0.9814 0.0476 -1.0426 -0.035
H -1.116 -1.320 -2.562 -0.0969 -0.6080 0.0909 0.057
H -2.324 3.093 6.037 0.1095 0.0795 0.0016 0.087
C 9.498 -0.622 0.052 -1.5542 0.9960 2.3788 -0.083
O -0.384 1.733 6.518 0.6608 2.3781 -0.1864 0.068
H -4.607 3.623 5.448 -0.2164 0.0609 -0.5769 0.107
Br 1.046 6.498 4.237 -0.1730 -0.5582 -0.7834 0.520
Br -4.432 3.678 -2.656 0.7720 -0.2520 0.5266 0.539
H 0.399 0.952 4.361 -0.2543 0.1335 0.0804 0.091
H -4.585 0.574 1.371 0.4010 -0.6074 0.5452 0.089
H 8.079 0.593 1.113 -0.1738 0.2789 -0.2204 0.120
H 2.406 0.430 0.693 -0.0493 -0.0832 -0.3049 0.092
N 2.119 -4.388 7.708 -0.1785 1.7779 0.4797 -0.333
C -3.048 4.046 -1.297 -1.4233 -0.2097 0.5100 -1.491
Br -1.221 4.391 3.451 0.4874 0.2330 0.2701 0.657
H -0.390 5.927 -7.006 0.0057 -0.1231 -0.5886 0.115
H 1.987 -2.076 6.121 0.8502 -0.4741 0.2529 0.119
H 0.589 -4.994 -8.903 -0.9764 0.6183 0.5412 0.087
N -1.106 0.799 6.352 -1.6763 0.0511 0.0498 -0.392
C 8.184 -0.227 0.417 0.7661 0.7888 -0.2833 0.005
H 6.451 -2.785 -0.929 -0.4790 0.5051 -0.0549 0.121
Br -3.876 3.728 0.528 0.8092 0.3144 -1.2610 0.531
Br 0.610 5.395 1.119 -0.0199 0.4200 0.1810 0.547
C 0.547 5.003 3.025 0.3489 0.6222 -0.2735 -1.543
C -3.607 -0.977 0.217 3.0947 -2.0115 -0.0525 -0.153
C 0.350 1.045 0.435 0.1587 1.2646 1.3134 -0.126
N -0.407 4.162 -9.159 2.4322 1.0389 0.2325 -0.306
N -2.715 -1.407 1.323 -3.3059 1.2265 -5.1598 -0.479
C -4.257 2.621 5.244 1.6400 -0.9331 0.4268 -0.084
C -0.487 4.874 -6.786 -0.7035 0.3534 0.7186 -0.015
O -0.645 1.576 -1.632 0.6799 0.3483 0.4351 0.049
H -0.396 -3.414 -3.406 -0.0874 -0.1019 0.0472 0.135
O 3.025 -3.575 7.951 -1.0194 -1.2209 -0.5060 0.042
C 1.487 0.672 2.615 0.8414 -0.2703 -3.1551 -0.057
H -1.008 -3.364 3.492 -0.2023 0.4847 -0.0718 0.095
H -5.989 1.331 -0.366 0.0935 0.1771 0.3573 0.083
O 1.957 -5.431 8.318 0.0094 0.3974 -0.6745 0.057
H -0.363 1.796 -7.935 -0.4479 -0.3183 -0.1310 0.120
O -0.911 -4.703 -6.027 2.1223 1.1426 -0.0793 0.076
C -3.481 -1.444 -1.142 -0.4276 -0.1563 0.9856 -0.023
H 1.389 4.313 3.075 -0.7426 -0.3714 0.7004 -0.028
H -1.657 1.463 3.143 -0.2441 0.6484 -0.3192 0.078
N 5.734 -0.342 0.280 -3.4097 1.0325 -1.6820 -0.315
C -5.001 1.567 4.756 -0.1192 -0.2948 0.6145 -0.073
C -4.517 0.239 4.802 -0.2413 1.3674 0.0331 -0.050
H 0.122 -0.831 -3.584 -0.0457 0.2375 -0.5347 0.068
H -5.233 -0.494 4.463 0.4926 -0.4487 -0.0790 0.107
C -0.692 -4.591 5.237 -0.9972 1.5929 -2.3155 -0.075
H 10.683 -2.149 -0.779 0.0081 -0.2035 -0.0103 0.104
H -4.288 -1.358 -3.161 0.1268 -0.0464 -0.0886 0.090
C -5.181 0.081 -1.848 -0.8916 -0.0961 -0.4746 -0.168
H -0.297 3.126 -3.914 -0.7934 -0.4570 0.3088 0.097
H -1.700 1.711 0.753 0.0599 -0.0491 -0.4662 0.077
Br -2.530 5.860 -1.541 0.3448 0.3117 0.2575 0.550
H -1.442 -5.340 5.030 -0.2414 0.2578 -0.5130 0.106
H 2.358 0.317 3.146 0.2077 0.0384 -0.2061 0.107
C -0.730 1.461 2.590 -0.5484 -1.3635 -1.1743 -0.140
C -0.748 -2.732 -4.180 -1.6710 -0.3807 1.2608 -0.226
O -0.826 3.380 -9.996 0.1872 0.9765 0.7248 0.082
C 1.100 -3.967 6.670 0.2628 -1.0651 -1.1434 -0.104
C 1.344 -2.890 5.821 1.2308 1.5271 2.4271 -0.038
C -4.473 0.023 0.449 -2.3066 2.9744 0.8191 -0.095
O 0.952 -3.882 -7.028 1.3344 -0.5283 -1.1672 0.014
O -1.828 -2.217 1.116 2.5954 -2.6596 -0.9435 -0.081
O 4.786 -1.119 0.299 1.2675 -1.0320 0.4965 0.070
C 9.684 -1.800 -0.563 -1.2042 -2.3562 -1.4994 -0.079
C -3.249 -0.075 5.329 -1.2403 0.2486 0.2721 0.006
H -1.726 -3.064 -4.530 -0.0877 -0.1553 0.3066 0.122
H -5.864 0.415 -2.615 -0.0619 0.3344 -0.0327 0.083
H -6.012 1.834 4.486 -0.2224 -0.6075 -0.3733 0.102
O 0.119 -2.841 -5.263 2.3536 0.1955 -2.1431 0.037
N 0.341 1.139 -1.053 0.4577 -2.2480 0.1949 -0.302
C 1.121 -5.026 -7.953 0.1332 -0.2759 0.2251 -0.015
H -1.660 -0.732 -4.038 0.4013 0.1494 -0.5513 0.074
C -0.578 2.569 -7.212 -0.0231 -1.3148 -1.9213 -0.038
C -0.741 1.457 1.180 -1.2974 0.1830 0.9907 -0.011
H -3.035 -1.131 5.412 0.6485 0.1473 -0.0168 0.118
C 7.066 -0.873 -0.059 0.7739 0.4816 1.1071 -0.153
C 0.066 -4.846 6.302 2.2035 -0.5784 2.3389 -0.052
C 1.475 0.697 1.170 1.2158 -0.4722 1.0558 0.027
O 1.281 0.565 -1.612 -0.8798 1.1778 0.2905 0.065
C -0.453 -3.443 4.415 0.0221 -1.5470 0.5200 -0.003
O 5.456 0.868 0.277 2.3664 -0.7605 0.5590 0.061
O -2.877 -0.865 2.393 -0.7270 2.0022 4.2878 -0.088
H 10.305 -0.147 0.590 0.2180 0.3739 -0.4664 0.108
H -0.420 5.451 -4.803 -0.1013 -0.2754 0.5783 0.100
C 0.025 -3.890 -6.084 -3.5897 -1.6464 0.2959 -0.569
H 0.961 -6.002 -7.493 -0.4717 0.3718 0.3871 0.091
C 7.239 -2.088 -0.682 0.7579 -1.6992 -0.3958 -0.009
H -2.165 3.414 -1.395 -0.4209 -0.1619 -0.0145 -0.045
C -2.963 2.309 5.659 0.6344 -0.2724 1.3519 -0.064
C 0.596 -2.576 4.742 -2.5421 -1.4654 -1.7972 -0.067
O 0.332 5.177 -9.380 -2.3094 -2.4150 0.0071 0.028
C -4.323 -0.947 -2.163 1.6416 -0.8664 1.4831 -0.109
C -0.550 4.573 -5.418 0.1917 0.1933 -0.7638 -0.068
C -5.266 0.550 -0.548 -0.1663 -0.2061 -0.8277 -0.149
C 8.530 -2.590 -0.901 0.4826 1.6736 -0.0098 -0.038
C 0.376 1.033 3.285 -0.2680 0.2510 0.9262 -0.111
```
Forces are in eV/Å.

Spin multiplicity: 2
Frontier orbital gap (spin up / spin down), eV: 2.65 / 6.66
<S²>: 0.76
LUMO level (spin up / spin down), eV: 0.671 / 0.671
Charge: -1
Electronic energy, Eh: -18525.02148

---

[2]
C27H85K2O32S | wB97M-V/def2-TZVPD

Geometry as XYZ:
```
147
Properties=species:S:1:pos:R:3:forces:R:3:lowdin_charge:R:1
C 6.765 -20.186 18.291 -1.0571 -1.5777 0.6493 -0.154
C 11.475 -15.918 16.925 -0.7880 -2.5290 0.5280 -0.180
H 11.520 -16.012 14.420 0.0903 -0.5115 0.1905 -0.002
O 12.572 -17.031 13.964 -0.3874 -0.6401 -0.5985 -0.322
H 0.004 -17.323 13.125 -0.3066 -0.3273 0.5015 0.109
H 4.311 -17.079 9.138 -0.1628 -0.6433 0.2218 0.118
H 7.540 -24.244 10.576 0.0242 -0.5652 -0.3738 0.118
H 4.842 -16.632 7.544 0.1335 -0.2410 -0.3407 0.115
O 7.718 -12.825 14.599 -1.0285 -0.4734 -0.5057 -0.159
H 2.258 -17.895 11.340 0.5563 0.8060 -0.0818 0.116
H 9.243 -19.753 16.554 0.4245 -0.0788 -0.1210 0.029
H 7.255 -23.443 14.544 -0.0452 0.0740 0.0186 0.093
C 1.518 -17.173 11.728 -0.0959 -1.3692 0.1377 -0.256
H 11.164 -16.076 17.967 0.0614 0.2854 -0.0928 0.110
C 11.675 -19.771 18.848 1.3331 -0.1013 -0.7779 -0.264
H 4.941 -15.945 17.502 0.2162 0.4964 0.1074 0.047
H 6.912 -19.000 19.929 0.0210 -0.5546 -0.7623 0.073
H 12.126 -18.898 9.464 0.1691 -0.0064 0.0521 0.052
H 4.022 -19.604 14.431 -0.0028 0.4173 0.3607 0.114
O 5.820 -18.482 14.773 -0.2203 -0.0442 0.0559 -0.158
H 7.276 -16.438 17.702 0.2597 -0.6956 0.1389 0.077
O 9.128 -24.772 11.853 -0.9972 0.8661 0.1031 -0.067
C 7.959 -16.369 19.521 0.8380 0.3266 0.6302 -0.237
C 7.994 -23.934 11.499 1.3238 0.8171 0.5358 -0.232
H 0.265 -18.899 12.336 -0.3979 -0.2752 -0.6264 0.104
O 11.161 -19.319 13.887 -0.5864 0.5701 -1.2836 -0.132
O 7.181 -15.300 16.373 0.3784 -0.0503 -0.2183 -0.105
C 9.394 -19.617 10.889 -0.6578 -0.0390 0.3273 -0.133
C 4.252 -16.543 16.931 -1.1782 -0.7546 -0.5661 -0.133
C 6.416 -11.846 11.008 0.4959 1.6947 -0.6243 -0.278
H 6.934 -21.283 18.263 -0.0298 0.5234 -0.3625 0.093
H 9.690 -20.615 18.854 0.0844 -0.5178 -0.7082 0.112
O 6.600 -17.694 10.195 0.0367 -0.4145 -1.1061 -0.094
H 0.896 -16.863 10.870 -0.0863 -0.3064 0.4626 0.119
H 12.101 -15.967 8.400 -0.1792 0.1785 0.1938 0.121
H 10.030 -19.889 11.726 0.1756 -0.1542 0.1215 0.067
O 5.453 -14.162 13.549 -0.5828 0.4791 -0.2427 -0.336
H 6.618 -18.098 8.223 -0.1383 0.4668 0.0078 0.129
H 5.587 -14.058 16.029 0.5413 0.1505 0.5261 0.127
H 9.897 -19.369 19.911 0.1811 0.5951 -0.0214 0.118
H 7.019 -15.594 15.449 0.1465 -0.1315 -0.0500 0.060
H 12.507 -17.199 15.771 -0.0228 0.4714 -0.0706 0.033
C 7.438 -12.622 10.226 -0.6542 -1.2029 -0.8242 -0.222
H 5.161 -19.641 12.196 -0.1400 0.7563 0.1194 0.119
C 0.745 -18.037 12.756 -0.0312 1.2968 0.0763 -0.247
H 6.077 -10.976 10.425 0.4238 -0.0081 -0.1233 0.123
H 6.915 -13.145 14.110 0.3892 0.1605 0.2860 0.050
O 9.722 -18.722 17.901 0.6731 -1.0018 0.6069 -0.096
H 11.730 -18.509 13.798 -0.0446 0.2252 0.2259 0.039
H 10.520 -17.130 10.446 -0.3431 -0.1639 0.3730 0.053
H 7.171 -14.334 11.067 0.9955 0.5278 0.1190 0.061
H 12.368 -17.986 18.426 -0.0722 -0.1912 0.0315 0.053
H 6.102 -23.295 12.207 -0.1161 -0.1479 0.1578 0.113
H 12.095 -15.752 12.339 0.0630 -0.5668 0.8867 0.043
O 12.265 -18.551 19.216 0.5068 0.5974 -0.2854 -0.059
H 6.300 -17.006 10.798 -0.2052 0.6642 0.4807 0.029
C 7.386 -12.841 15.973 1.6677 -0.3650 0.3630 -0.228
H 7.182 -16.446 8.643 0.4877 0.1873 -0.2156 0.122
C 6.965 -23.852 12.580 0.8154 0.7705 0.9826 -0.175
H 5.414 -20.396 15.225 -0.1358 0.0163 -0.2863 0.125
H 8.543 -20.322 10.862 0.2459 0.2617 -0.1305 0.077
O 6.956 -15.929 13.716 0.8112 -1.1618 0.0415 -0.453
H 6.981 -11.457 11.838 -0.1117 0.2968 0.9919 0.113
H 7.242 -19.752 17.424 0.2958 0.4926 0.0124 0.052
O 1.534 -18.590 13.811 0.9874 1.1515 -0.1567 -0.084
H 9.987 -19.677 9.993 0.1484 -0.0875 -0.5011 0.064
H 13.131 -20.234 11.825 0.2048 -0.1518 -0.2159 0.125
H 4.919 -15.069 9.844 0.1194 -0.1010 0.0993 0.055
K 8.441 -18.406 13.775 0.0988 0.1307 0.0586 0.819
O 11.520 -15.414 11.652 -0.1993 0.7418 -0.1481 -0.097
H 5.137 -18.221 16.579 -0.1412 0.0127 0.0534 0.032
H 10.119 -21.470 14.486 -0.0086 -0.5511 -0.4394 0.106
H 6.721 -24.859 12.888 -0.3352 -0.1500 0.3480 0.119
H 6.917 -13.053 9.371 -0.0465 -0.1607 -0.3016 0.114
H 5.453 -17.702 14.289 -0.2144 -0.4128 0.0156 0.029
C 13.677 -20.113 9.757 0.0938 0.3328 -0.9281 -0.260
H 5.279 -12.844 12.240 0.0565 -0.5942 0.4426 0.035
H 11.935 -20.078 17.812 0.2551 0.1687 0.4591 0.115
C 11.511 -15.882 9.318 -0.6477 0.4199 0.9196 -0.193
O 5.023 -15.210 8.894 0.2496 0.7374 -0.0070 -0.066
H 3.211 -16.307 17.170 0.1518 0.0717 0.4818 0.087
O 7.252 -19.847 19.574 0.2819 0.8726 0.5819 -0.126
H 10.671 -21.674 16.150 0.0092 -0.0081 0.2368 0.117
O 10.645 -15.646 14.711 -0.9833 0.3177 0.2938 -0.238
H 13.237 -15.932 10.643 -0.2687 0.3104 0.0139 0.114
H 8.220 -17.981 10.556 0.3007 -0.7370 0.5278 0.059
C 10.370 -20.951 15.394 -0.6621 0.7406 0.0558 -0.195
K 9.099 -14.501 13.086 0.4715 -0.0630 -0.1022 0.908
O 8.957 -18.292 11.149 -0.0426 0.6150 0.0376 -0.225
C 11.478 -19.978 15.061 -0.1512 0.2263 0.5231 -0.273
H 5.537 -16.991 19.799 -0.3035 -0.3458 0.3197 0.071
C 12.333 -15.308 10.506 0.4313 -2.0856 -1.1287 -0.230
H 8.366 -12.884 16.494 -0.3540 0.1803 -0.1487 0.128
H 13.505 -17.142 14.069 0.9309 0.2133 0.0836 -0.010
H 9.408 -15.533 16.320 0.3999 -0.1303 0.1330 0.104
H 8.845 -18.356 18.131 0.2108 -0.0241 0.3087 0.046
H 8.259 -12.044 9.794 -0.0104 0.2453 0.5510 0.123
O 6.897 -20.383 12.879 0.3544 -0.2279 -0.1438 -0.144
C 5.103 -16.580 8.595 -0.7918 0.3163 -0.1611 -0.256
H 13.332 -18.265 12.238 -0.3791 0.7869 0.3511 0.042
O 12.500 -16.926 16.716 -0.3850 0.5709 0.3934 -0.105
S 5.696 -15.529 13.056 -0.6374 0.6075 0.2993 0.368
H 2.894 -16.123 12.654 0.5011 -0.0360 0.1695 0.027
H 12.442 -20.444 14.940 0.5145 -0.8045 0.1923 0.121
H 11.581 -19.257 15.860 0.0118 0.2393 0.5320 0.091
O 9.132 -20.283 15.735 0.4604 -0.3462 -0.1146 -0.143
H 13.786 -21.189 9.561 0.2974 0.2837 0.3965 0.125
H 9.516 -24.304 12.615 -0.0504 -0.3866 -0.3604 0.083
C 5.500 -20.226 13.041 0.1738 -0.0405 0.9336 -0.202
O 4.449 -17.930 17.203 0.2273 0.1766 -0.0690 -0.133
O 7.577 -23.079 13.714 -0.6157 -0.9527 -1.3448 -0.093
H 4.282 -16.336 15.853 0.5674 0.0878 0.1734 0.071
H 4.989 -21.168 12.910 -0.2571 -0.6629 0.1226 0.105
O 7.534 -17.104 18.399 -0.6400 0.8752 -0.6342 -0.099
O 5.250 -12.510 11.342 -0.3655 -0.3182 -0.3868 -0.034
C 6.441 -17.206 8.846 0.1449 -0.8631 0.6209 -0.189
H 7.124 -15.156 21.152 0.3415 -0.1094 0.1353 0.120
H 2.215 -17.920 14.063 -0.7958 -0.6114 -0.1800 0.086
O 1.993 -15.997 12.339 -0.1397 -0.2912 -0.2508 -0.059
H 6.311 -14.983 19.605 0.2880 -0.0061 0.0482 0.109
O 5.851 -16.676 20.662 0.1730 0.0456 -0.5163 -0.063
C 10.218 -19.670 18.910 -2.4387 0.6437 0.6442 -0.210
H 8.710 -15.604 19.280 -0.0384 -0.0226 -0.2862 0.127
C 10.270 -16.143 16.014 0.4667 1.1086 -1.0508 -0.199
O 12.402 -19.802 9.230 0.1284 0.1519 0.0065 -0.069
H 12.646 -14.299 10.245 -0.1445 0.3468 0.1787 0.110
H 9.887 -17.169 15.908 0.5902 -0.0486 0.5140 0.101
O 10.891 -17.158 9.559 1.2537 0.7383 -0.4847 -0.085
C 6.598 -14.035 16.505 -1.3698 1.2164 -0.1780 -0.243
H 5.675 -20.056 18.227 0.2642 0.2201 -0.0966 0.081
H 6.929 -11.887 16.253 -0.3818 -0.1782 0.1425 0.121
O 5.848 -15.541 11.578 0.1307 -0.0169 0.4164 -0.344
O 4.601 -16.455 13.458 0.3830 0.2507 -0.2954 -0.340
H 14.513 -19.570 9.278 -0.3822 -0.1672 -0.6803 0.118
H 12.110 -20.510 19.539 -0.5904 -0.0853 -0.2174 0.130
O 13.649 -18.344 11.337 0.1595 0.4686 -0.3333 -0.055
O 7.954 -13.703 11.010 -1.2423 -0.4097 -0.4170 -0.206
H 11.819 -14.911 16.783 0.4237 0.4876 -0.1628 0.114
H 7.190 -21.270 13.148 -0.2104 0.2025 0.2749 0.050
H 8.474 -17.087 20.155 -0.0272 -0.0620 0.3359 0.123
H 6.527 -13.785 17.574 -0.3355 -0.3621 -0.1066 0.116
H 14.860 -19.983 11.513 0.3265 -0.2448 -0.0299 0.115
C 13.860 -19.717 11.174 -0.8199 -1.1622 1.4233 -0.279
C 5.114 -19.675 14.451 0.5944 -0.3378 -1.2373 -0.185
C 6.823 -15.706 20.267 -0.8676 -0.1181 -0.3831 -0.225
H 10.709 -15.124 9.253 0.0413 -0.2535 -0.7081 0.113
H 8.351 -22.900 11.344 -0.0051 -0.2454 -0.1676 0.119
```
Forces are in eV/Å.

Frontier orbital gap, eV: 9.15
LUMO level, eV: 1.609
Charge: -1
Electronic energy, Eh: -5085.62694

---

[3]
C4H9NO | wB97M-V/def2-TZVPD

Geometry as XYZ:
```
15
Properties=species:S:1:pos:R:3:forces:R:3:lowdin_charge:R:1
O 0.292 -0.581 -0.737 0.0944 -0.1164 0.0068 -0.138
H -0.770 -2.181 1.915 -0.0857 0.0993 0.0154 0.078
H -1.125 0.844 -1.285 0.1166 -0.1125 -0.0827 0.102
C 1.492 1.205 0.353 0.0056 0.0171 0.0225 -0.011
N -0.144 -0.236 1.495 0.1827 0.0643 -0.4348 0.062
H 2.332 0.866 -0.263 -0.0741 0.0604 0.1619 0.087
C 0.482 0.093 0.449 -0.1118 0.0504 0.2288 -0.467
H 0.320 0.739 -2.341 -0.1185 -0.0117 0.0236 0.089
H -2.064 -0.978 1.841 0.1556 -0.0216 0.0691 0.073
H -0.909 -0.559 -2.358 0.0752 0.1394 -0.0201 0.091
C -0.385 0.164 -1.730 -0.1253 0.1527 -0.3066 -0.087
H -1.353 -1.613 0.342 0.1077 0.1136 0.2116 0.072
H 1.847 1.526 1.333 -0.1361 -0.1336 -0.0912 0.082
C -1.132 -1.303 1.371 -0.0997 -0.1183 0.1094 -0.114
H 1.057 2.077 -0.153 0.0134 -0.1830 0.0865 0.082
```
Forces are in eV/Å.

ΔE to the lowest compared entry with this formula, charge and spin, kJ/mol: 164.23
Frontier orbital gap, eV: 10.76
SMILES: C/N=C(/C)OC
LUMO level, eV: 0.982
Charge: 0
Electronic energy, Eh: -287.76990